One molecule with the formula C7H9NO. Source: the Open Molecules 2025 dataset; level of theory: ωB97M-V/def2-TZVPD.

The geometry in ORCA input format:
```
! RIJCOSX wB97M-V def2-TZVPD def2/J DEFGRID3
* xyz 0 3
C 2.32 0.98 0.21
C 1.91 0.66 -0.99
C 1.51 0.42 1.33
C -2.81 -1.23 -0.16
C -1.50 -1.28 0.09
C 0.55 0.01 -1.08
C -0.44 0.09 0.16
N 0.31 0.01 1.37
O -1.09 1.40 0.17
H 3.23 1.47 0.62
H 2.46 0.96 -1.88
H 2.01 0.33 2.28
H -3.54 -2.13 -0.10
H -3.39 -0.35 -0.43
H -0.96 -2.12 0.52
H -0.11 0.26 -1.91
H 0.84 -1.10 -1.27
H -1.30 1.62 1.08
*
```

Computed properties:
HOMO level (alpha / beta) = -5.6 / -9.3 eV
LUMO level (alpha / beta) = 0.964 / -2.771 eV
Kohn-Sham gap (alpha / beta) = 6.57 / 6.51 eV
Energy above the lowest of the compared OMol25 structures with the same formula, charge and spin = 1.804 eV
Expectation value of S² = 2.020

A 12-piece molecular cluster, C32H56Cl22F4O3Si overall. Source: the Open Molecules 2025 dataset; level of theory: ωB97M-V/def2-TZVPD.

The geometry in ORCA input format:
```
! RIJCOSX wB97M-V def2-TZVPD def2/J DEFGRID3
* xyz 0 1
C -1.93 -2.66 1.71
C -1.15 -1.97 0.74
Si -0.13 -1.21 -0.75
C 0.96 -2.52 -1.66
C 1.56 -3.71 -0.69
O 2.18 -3.30 0.44
O 1.49 -5.13 -1.05
C 0.60 -5.89 -0.15
C 0.67 -5.95 1.48
O -0.37 -6.66 -0.73
C 0.79 0.40 -0.23
C 2.28 0.19 0.39
C 2.21 -0.34 1.95
F 3.21 -0.62 -0.47
C -1.49 -0.66 -2.05
F -2.18 -1.84 -2.67
F -0.75 0.01 -3.16
F -2.42 0.34 -1.49
H -2.85 -3.27 2.17
H 0.27 -3.04 -2.47
H 1.82 -1.96 -2.28
H -0.21 -5.26 1.89
H 1.68 -5.52 1.94
H 0.52 -7.02 1.92
H 0.92 1.12 -1.17
H 0.11 1.01 0.54
H 2.78 1.27 0.45
H 2.82 0.43 2.63
H 1.09 -0.29 2.36
H 2.70 -1.39 2.14
Cl -0.98 5.02 -0.18
C -0.97 4.34 1.47
C 0.42 4.29 2.07
Cl 1.46 3.10 1.26
H -1.43 3.35 1.43
H -1.62 4.98 2.08
H 0.37 4.00 3.12
H 0.92 5.27 2.01
Cl 1.93 6.62 -0.04
C 2.61 5.89 -1.51
C 4.12 5.69 -1.41
Cl 5.00 7.24 -1.42
H 2.34 6.52 -2.36
H 2.12 4.92 -1.64
H 4.48 5.12 -2.27
H 4.40 5.15 -0.51
Cl -5.34 -6.35 -2.74
C -4.30 -5.07 -3.41
C -2.86 -5.21 -2.94
Cl -2.67 -4.87 -1.20
H -4.72 -4.10 -3.12
H -4.35 -5.15 -4.50
H -2.23 -4.49 -3.48
H -2.47 -6.21 -3.14
Cl 1.62 6.11 4.87
C 1.76 5.00 6.26
C 2.77 3.89 6.01
Cl 2.22 2.74 4.76
H 0.77 4.59 6.47
H 2.08 5.60 7.12
H 2.93 3.31 6.92
H 3.74 4.29 5.69
Cl 1.03 9.89 7.36
C -0.26 9.49 6.20
C -1.56 9.11 6.89
Cl -1.44 7.55 7.75
H 0.10 8.68 5.55
H -0.42 10.38 5.58
H -2.36 9.00 6.15
H -1.87 9.87 7.62
Cl 6.85 10.14 -0.95
C 7.53 9.41 -2.43
C 9.03 9.21 -2.33
Cl 9.91 10.76 -2.34
H 7.26 10.04 -3.28
H 7.03 8.44 -2.55
H 9.39 8.64 -3.19
H 9.31 8.67 -1.42
Cl -8.05 -0.09 -2.30
C -7.01 1.19 -2.96
C -5.56 1.05 -2.50
Cl -5.38 1.39 -0.76
H -7.43 2.15 -2.67
H -7.06 1.10 -4.05
H -4.93 1.77 -3.03
H -5.17 0.04 -2.69
Cl 5.93 -6.60 0.63
C 4.68 -6.55 -0.64
C 4.08 -7.92 -0.92
Cl 5.25 -9.02 -1.70
H 5.13 -6.12 -1.54
H 3.90 -5.87 -0.29
H 3.23 -7.83 -1.60
H 3.73 -8.40 0.00
Cl 6.44 -3.63 -3.86
C 5.15 -4.03 -5.02
C 3.85 -4.41 -4.33
Cl 3.97 -5.97 -3.47
H 5.51 -4.83 -5.66
H 4.99 -3.14 -5.64
H 3.05 -4.51 -5.06
H 3.54 -3.65 -3.60
Cl -12.08 -1.27 -5.59
C -12.33 -1.62 -3.86
C -11.04 -2.08 -3.18
Cl -10.52 -3.69 -3.74
H -13.12 -2.37 -3.78
H -12.68 -0.70 -3.40
H -11.20 -2.15 -2.10
H -10.22 -1.37 -3.36
Cl -2.86 -6.24 2.22
C -2.98 -7.65 3.29
C -2.07 -7.53 4.50
Cl -0.35 -7.63 4.07
H -2.75 -8.55 2.70
H -4.02 -7.72 3.61
H -2.27 -8.35 5.20
H -2.23 -6.59 5.03
*
```

Computed properties:
HOMO level = -10.0 eV
SMILES = C#C[Si@](CC(=O)OC(C)=O)(C[C@@H](C)F)C(F)(F)F.ClCCCl.ClCCCl.ClCCCl.ClCCCl.ClCCCl.ClCCCl.ClCCCl.ClCCCl.ClCCCl.ClCCCl.ClCCCl
LUMO level = -0.200 eV
Kohn-Sham gap = 9.80 eV

F_max in eV/A, matching the order above: 5.677; 10.180
Total energy in eV, matching the order above: -10935.874; -334469.388